(1)
Computed, not measured: a 2-piece molecular cluster, C5H12S overall at a distorted geometry, with ωB97M-V/def2-TZVPD.

Results
HOMO (spin up / spin down) = 1.190 / -4.577 eV
strongest force on any atom = 2.53 eV/A
2S+1 = 2
charge = -1
relative energy (zero: lowest compared OMol25 entry of this formula, charge and spin) = 128.7 kJ/mol
M = 104.218 g mol⁻¹
<S²> = 0.751

Structure (XYZ):
```
18
Properties=species:S:1:pos:R:3:forces:R:3:lowdin_spin:R:1
C -1.514 1.348 -2.570 -0.48 -0.22 0.00 0.022
S -2.132 -0.134 -1.723 -0.03 -0.29 0.21 0.160
C -0.512 -0.648 -1.008 -0.79 0.25 -0.55 0.053
H -0.624 1.708 -2.066 -0.08 0.29 -0.01 0.007
H -1.313 1.087 -3.584 0.75 -0.34 -0.77 0.002
H -2.282 2.106 -2.699 -0.12 0.17 0.71 0.001
H 0.187 -0.409 -1.800 0.57 0.21 0.30 0.020
H -0.413 -1.714 -0.827 -0.44 -0.09 0.10 0.028
H -0.421 -0.086 -0.087 0.65 0.02 0.05 0.010
C 2.302 -1.240 1.750 -1.01 -0.42 1.20 0.214
C 2.151 -0.311 2.925 -1.53 2.01 0.06 0.164
C 2.034 1.077 2.918 0.73 -1.16 -0.31 0.107
H 1.376 -1.729 1.435 0.01 0.67 -0.39 0.032
H 2.772 -2.146 2.196 0.81 0.30 -0.63 0.063
H 2.808 -0.693 0.949 0.09 -0.57 -0.18 0.046
H 1.955 -0.792 3.893 1.08 0.01 -0.03 0.029
H 2.480 1.691 3.701 -0.70 -0.28 0.72 0.020
H 1.683 1.721 2.112 0.51 -0.56 -0.48 0.022
```
Forces are in eV/Å.



(2)
Computed, not measured: a 3-piece molecular cluster, C4H17N2O2 overall at a distorted geometry, with ωB97M-V/def2-TZVPD.

Results
HOMO = -12.359 eV
strongest force on any atom = 1.96 eV/A
2S+1 = 1
charge = +1
relative energy (zero: lowest compared OMol25 entry of this formula, charge and spin) = 115.5 kJ/mol
M = 125.192 g mol⁻¹

Structure (XYZ):
```
25
Properties=species:S:1:pos:R:3:forces:R:3:lowdin_charge:R:1
C 0.620 2.184 0.298 0.59 -0.20 1.10 -0.124
C 1.397 1.398 -0.727 0.44 0.28 -0.67 -0.159
C 0.732 0.060 -1.015 -1.63 0.88 -0.64 -0.282
C 0.862 -2.343 -0.901 -0.52 -0.10 -0.22 -0.106
N 1.338 -1.073 -0.393 0.16 0.13 0.73 -0.127
N 0.600 1.334 1.561 -0.33 -0.62 0.25 0.171
H -0.433 2.328 0.089 0.00 0.02 -0.44 0.119
H 1.089 3.127 0.553 -0.03 0.17 0.02 0.130
H 1.522 2.006 -1.622 -0.58 0.03 -0.20 0.126
H 2.462 1.286 -0.489 -0.18 -0.20 0.65 0.127
H 0.433 0.010 -2.056 1.27 -0.58 -1.07 0.122
H -0.332 0.135 -0.731 0.14 -0.06 1.02 0.102
H -0.224 -2.299 -0.976 -0.16 0.09 0.22 0.067
H 1.079 -3.153 -0.209 0.30 -0.06 -0.17 0.085
H 1.183 -2.553 -1.927 0.35 -0.15 0.14 0.091
H 2.345 -1.001 -0.331 -0.07 -0.12 -0.35 0.116
H 0.487 0.351 1.275 0.13 -0.11 -0.14 0.124
H 1.433 1.362 2.137 0.41 0.29 -0.11 0.167
H -0.207 1.489 2.166 -0.14 0.34 -0.25 0.144
H -2.191 -0.047 0.632 0.07 0.21 -0.25 0.011
H -2.619 0.577 1.882 -0.03 0.50 0.04 0.068
O -2.052 0.788 1.126 -0.25 -0.82 0.36 -0.064
H -3.230 -2.488 0.505 -0.02 0.05 -0.12 0.067
H -3.338 -1.774 -0.863 -0.10 -0.08 0.04 0.065
O -2.955 -1.704 0.017 0.19 0.09 0.06 -0.040
```
Forces are in eV/Å.



(3)
Computed, not measured: C3H8N2O2 as an isolated structure at a distorted geometry, with ωB97M-V/def2-TZVPD.

Results
HOMO = -8.961 eV
strongest force on any atom = 1.02 eV/A
2S+1 = 1
relative energy (zero: lowest compared OMol25 entry of this formula, charge and spin) = 501.7 kJ/mol
M = 104.109 g mol⁻¹

Structure (XYZ):
```
15
Properties=species:S:1:pos:R:3:forces:R:3:lowdin_charge:R:1
C -0.560 -0.680 0.287 -0.30 0.26 0.22 0.092
C 1.785 -1.309 -1.510 0.03 -0.01 0.08 -0.227
N -1.024 0.475 0.732 -0.11 -0.08 -0.40 -0.199
N -1.940 1.250 -0.032 -0.02 -0.17 0.10 0.102
C -0.494 1.046 1.915 0.24 0.51 0.02 -0.243
O 1.502 -0.395 -0.479 -0.64 -0.32 0.46 -0.282
O -0.817 2.134 2.303 0.01 -0.51 -0.13 0.087
H -2.548 1.736 0.622 0.10 0.00 0.00 0.089
H -1.403 1.960 -0.525 0.01 -0.05 0.08 0.104
H -1.079 -1.015 -0.608 -0.01 0.14 -0.04 0.093
H 0.693 -0.889 0.310 0.87 0.23 -0.49 0.028
H 0.258 0.393 2.377 -0.12 -0.04 0.06 0.145
H 2.865 -1.491 -1.554 -0.08 -0.02 -0.02 0.071
H 1.300 -2.285 -1.348 0.02 0.08 0.00 0.071
H 1.461 -0.931 -2.489 0.01 -0.01 0.07 0.069
```
Forces are in eV/Å.



(4)
Computed, not measured: a 10-piece molecular cluster, C20H40Br20 overall at a distorted geometry, with ωB97M-V/def2-TZVPD.

Results
HOMO (spin up / spin down) = -11.972 / -11.971 eV
strongest force on any atom = 2.21 eV/A
2S+1 = 2
charge = +1
relative energy (zero: lowest compared OMol25 entry of this formula, charge and spin) = 0.0 kJ/mol
M = 1878.620 g mol⁻¹
<S²> = 0.755

Structure (XYZ):
```
80
Properties=species:S:1:pos:R:3:forces:R:3:lowdin_spin:R:1
Br -1.721 2.344 -4.376 0.13 0.72 1.14 0.006
C -1.637 3.172 -2.528 -0.12 -1.08 -0.10 0.006
C -1.247 4.623 -2.581 -0.84 0.23 -0.66 0.003
Br -1.248 5.461 -0.768 0.29 -0.67 -0.82 0.016
H -0.935 2.561 -1.962 0.21 0.10 -0.40 0.005
H -2.611 2.946 -2.093 -0.07 0.46 -0.20 0.000
H -2.014 5.179 -3.121 -0.03 0.05 0.20 0.002
H -0.332 4.776 -3.154 0.31 0.06 0.72 0.000
Br 1.293 -2.387 -0.831 -0.46 0.96 0.25 0.011
C 0.466 -0.584 -0.820 -0.03 -0.59 -1.29 0.012
C 0.862 0.099 0.430 0.74 -0.75 1.00 0.032
Br 0.278 1.964 0.317 0.08 0.36 0.60 0.450
H -0.612 -0.718 -0.903 0.05 -0.15 0.11 0.000
H 0.815 -0.058 -1.709 0.12 -0.28 0.01 0.001
H 1.936 0.121 0.616 0.08 0.34 -0.42 0.009
H 0.466 -0.444 1.288 -0.47 0.68 0.24 0.000
Br 4.475 -4.975 -1.715 -0.46 -0.22 -0.15 0.000
C 2.883 -4.718 -2.859 0.66 -0.04 -0.74 0.001
C 1.847 -5.852 -2.679 0.62 1.09 0.66 0.000
Br 0.093 -5.310 -3.455 0.97 -0.48 0.34 0.000
H 3.291 -4.686 -3.869 -0.08 -0.42 -0.02 0.000
H 2.654 -3.667 -2.684 -0.84 -0.52 0.34 0.000
H 1.720 -6.043 -1.614 -0.48 0.23 -0.08 0.000
H 2.226 -6.792 -3.079 -0.34 0.25 -0.51 0.000
Br -0.479 -0.085 4.043 -0.13 0.02 -0.07 0.000
C 0.128 0.052 5.877 0.09 0.46 1.09 0.000
C -0.971 -0.374 6.849 -0.30 -0.44 0.63 0.000
Br -0.230 -0.485 8.736 -0.44 -0.01 -1.47 0.000
H 0.453 1.079 6.045 -0.39 0.09 -0.11 0.000
H 1.046 -0.522 6.000 -0.37 -0.43 -0.20 0.000
H -1.448 -1.313 6.570 0.82 -0.51 0.23 0.000
H -1.879 0.221 6.952 0.63 0.89 -0.19 0.000
Br -1.402 3.994 5.047 -0.49 0.00 -0.52 0.000
C 0.004 3.802 3.710 0.65 0.10 1.49 0.002
C 0.273 5.098 3.031 -0.54 0.64 -0.41 0.023
Br 1.721 4.793 1.739 -0.32 -0.38 -0.32 0.373
H -0.154 3.011 2.977 -0.26 -0.13 0.56 -0.002
H 0.791 3.631 4.445 0.45 -0.67 -0.83 0.000
H 0.661 5.912 3.643 0.02 -0.24 0.22 0.012
H -0.619 5.463 2.522 0.28 0.01 -0.41 0.001
Br -3.429 2.275 1.166 -0.04 -0.60 0.07 0.031
C -4.077 0.750 2.260 1.67 0.10 1.09 0.002
C -3.457 -0.589 1.885 -1.49 -1.17 -1.12 0.000
Br -4.326 -1.957 3.135 0.90 1.00 -0.96 0.000
H -5.156 0.864 2.364 0.20 -0.52 -0.53 0.001
H -3.630 0.928 3.238 -0.30 0.53 0.09 0.000
H -2.381 -0.753 1.825 0.10 0.64 1.23 0.000
H -3.680 -0.925 0.872 -0.86 -0.02 0.04 0.000
Br 6.422 1.482 6.254 -0.32 -0.37 -0.22 0.000
C 5.088 0.618 5.072 -0.09 1.26 0.86 0.000
C 4.714 1.687 4.023 0.77 -2.07 -0.07 0.000
Br 3.149 0.784 3.163 0.31 0.84 -0.13 0.001
H 4.234 0.319 5.680 0.22 0.20 0.12 0.000
H 5.552 -0.284 4.674 -0.05 0.38 -0.28 0.000
H 5.579 1.671 3.361 -0.49 0.32 -0.57 0.000
H 4.507 2.715 4.320 -0.38 -0.49 0.33 0.000
Br 4.317 2.255 -7.047 -0.34 0.22 0.31 0.000
C 3.828 2.505 -5.152 -0.44 -0.59 -0.27 0.000
C 2.361 1.984 -4.951 1.02 0.19 -0.26 0.000
Br 1.822 1.981 -3.067 0.35 0.23 0.03 0.002
H 4.047 3.540 -4.889 -0.56 -0.04 -0.14 0.000
H 4.601 1.903 -4.673 -0.55 -0.17 0.32 0.000
H 2.265 0.948 -5.276 0.18 0.15 0.10 0.000
H 1.573 2.554 -5.442 0.44 0.21 -0.07 0.000
Br 1.181 -1.559 -4.654 -0.72 -0.01 0.03 0.000
C -0.773 -1.720 -4.376 -0.56 -0.05 -0.35 0.000
C -1.392 -2.524 -5.528 -0.37 -1.01 1.28 0.000
Br -3.377 -2.911 -5.007 1.64 0.64 -0.69 0.000
H -1.228 -0.736 -4.263 0.39 0.16 -0.36 0.000
H -0.920 -2.210 -3.414 0.23 -0.32 -0.26 0.000
H -0.990 -3.537 -5.507 -0.02 0.12 -0.02 0.000
H -1.268 -2.158 -6.547 -0.54 0.45 0.32 0.000
Br -6.699 -4.699 -1.047 1.01 0.30 0.52 0.000
C -4.892 -4.198 -0.319 -0.29 -0.59 0.01 0.000
C -4.128 -3.605 -1.464 0.30 1.09 -1.06 0.000
Br -2.198 -3.236 -1.098 -0.73 -0.31 0.27 0.000
H -4.414 -5.101 0.061 -0.23 -0.14 -0.30 0.000
H -5.042 -3.563 0.554 -0.11 0.27 -0.39 0.000
H -4.481 -2.636 -1.818 -0.23 0.12 0.60 0.000
H -4.147 -4.154 -2.405 0.23 -0.67 0.51 0.000
```
Forces are in eV/Å.



(5)
Computed, not measured: an isolated ion of composition C10H19FN3 and charge +1 at a distorted geometry, with ωB97M-V/def2-TZVPD.

Results
HOMO = -13.530 eV
strongest force on any atom = 5.47 eV/A
2S+1 = 1
charge = +1
relative energy (zero: lowest compared OMol25 entry of this formula, charge and spin) = 183.9 kJ/mol
M = 200.281 g mol⁻¹
structure (SMILES) = CCCN1CCCN2CCC[N+](F)=C12

Structure (XYZ):
```
33
Properties=species:S:1:pos:R:3:forces:R:3:lowdin_charge:R:1
C 0.638 -0.160 0.339 -0.21 -3.14 -1.01 -0.085
C 0.291 2.478 -0.572 -0.45 -2.38 -0.08 -0.130
C 2.991 -1.530 -0.283 -0.34 0.31 -1.56 -0.163
C 1.661 1.923 -0.370 1.47 2.09 1.13 -0.133
C -0.536 1.923 0.533 0.32 -0.52 1.92 -0.092
C 3.027 -0.038 -0.048 1.31 -0.50 2.29 -0.143
C 2.016 -2.218 0.622 1.86 -1.73 -0.88 -0.201
C -4.014 -0.867 -0.397 -1.24 0.88 -0.27 -0.091
C -2.536 -0.514 -0.370 0.50 -0.39 -4.78 -0.251
C -1.710 -0.308 0.811 -1.28 -0.12 5.32 -0.209
N 1.692 0.532 -0.026 -0.14 -1.45 -0.01 -0.026
N -0.495 0.427 0.605 0.31 1.24 0.00 -0.003
N 0.683 -1.773 0.445 -1.32 3.06 1.36 0.013
F 0.092 -2.406 -0.677 0.69 1.06 0.25 -0.006
H 0.041 3.484 -0.489 0.87 2.17 -0.27 0.118
H 0.002 2.128 -1.543 -0.76 -0.13 -0.59 0.129
H 2.578 -1.630 -1.366 1.10 -0.31 1.60 0.161
H 3.992 -1.976 -0.135 -0.47 0.33 -0.51 0.139
H 2.239 2.013 -1.269 0.37 0.15 -0.50 0.132
H 2.247 2.414 0.439 -0.41 0.19 -0.51 0.158
H -0.121 2.433 1.479 -0.66 -1.29 -0.92 0.174
H -1.570 2.169 0.496 -0.82 0.27 -0.23 0.122
H 3.581 0.250 0.964 -1.04 -0.49 -2.08 0.186
H 3.555 0.352 -0.889 0.45 0.84 -0.32 0.117
H 2.156 -3.290 0.387 -1.00 0.30 0.06 0.147
H 2.360 -2.202 1.650 -0.54 0.60 0.52 0.138
H -4.401 -1.438 0.413 -0.10 -0.24 1.11 0.062
H -4.680 0.034 -0.562 0.88 -0.80 0.68 0.100
H -4.296 -1.483 -1.238 0.50 -0.23 -0.53 0.072
H -2.544 0.384 -1.053 0.51 -0.13 1.12 0.128
H -1.938 -1.177 -1.080 -0.89 0.17 0.97 0.122
H -2.333 0.132 1.669 0.72 0.86 -1.43 0.164
H -1.415 -1.103 1.546 -0.19 -0.70 -1.86 0.150
```
Forces are in eV/Å.